(1)
This record from the Open Molecules 2025 dataset describes an isolated molecule of CH2ClFS. The level of theory is ωB97M-V/def2-TZVPD.

Results
Energy relative to the best compared isomer or geometry (same formula, charge and spin) ... 384.9 kJ/mol
E_HOMO (alpha / beta) ... -0.306 / -0.306 hartree

ORCA input file:
```
! RIJCOSX wB97M-V def2-TZVPD def2/J DEFGRID3
* xyz 0 1
C -1.34749 -0.20552 0.07597
F 2.48803 0.13201 -1.02052
S 2.20587 0.55926 0.53321
Cl 0.12276 -0.73101 0.47382
H -1.46104 -0.06222 -1.00858
H -2.00814 0.30746 0.94611
*
```


(2)
This record from the Open Molecules 2025 dataset describes a cluster of 2 separate species, CH2ClI in total. The level of theory is ωB97M-V/def2-TZVPD.

Results
Energy relative to the best compared isomer or geometry (same formula, charge and spin) ... 167.6 kJ/mol
E_HOMO (alpha / beta) ... -0.350 / -0.332 hartree

ORCA input file:
```
! RIJCOSX wB97M-V def2-TZVPD def2/J DEFGRID3
* xyz 0 1
C 0.56938 0.03239 0.01880
Cl 0.86129 -1.58873 0.00999
I -2.59371 0.36652 0.03986
H 0.51966 0.44900 -0.99504
H 0.64338 0.74082 0.92639
*
```


(3)
This record from the Open Molecules 2025 dataset describes a structure of composition CH2ClIO. The level of theory is ωB97M-V/def2-TZVPD.

Results
Energy relative to the best compared isomer or geometry (same formula, charge and spin) ... 272.4 kJ/mol
E_HOMO ... -0.343 hartree

ORCA input file:
```
! RIJCOSX wB97M-V def2-TZVPD def2/J DEFGRID3
* xyz 0 1
C -1.06368 0.91289 -0.32826
O 1.64314 -1.16531 0.47441
Cl -2.02269 2.28797 -0.64484
I -2.15722 -0.84010 -0.48801
H 1.10307 -0.40151 0.82737
H 2.49739 -0.79394 0.15932
*
```


(4)
This record from the Open Molecules 2025 dataset describes a cluster of 2 separate species, CH2ClIOS in total. The level of theory is ωB97M-V/def2-TZVPD.

Results
Energy relative to the best compared isomer or geometry (same formula, charge and spin) ... 233.2 kJ/mol
E_HOMO (alpha / beta) ... -0.341 / -0.308 hartree

ORCA input file:
```
! RIJCOSX wB97M-V def2-TZVPD def2/J DEFGRID3
* xyz 0 1
C 0.21536 -0.20688 0.23921
O 3.93421 -0.67602 0.75190
S 4.03049 0.77638 1.03478
Cl 4.38053 1.90974 -0.73750
I 1.51933 -1.85676 -0.03015
H 0.11643 0.48853 -0.68247
H -0.69532 -0.17839 0.81397
*
```


(5)
This record from the Open Molecules 2025 dataset describes an isolated molecule of CH2ClIOS. The level of theory is ωB97M-V/def2-TZVPD.

Results
E_HOMO (alpha / beta) ... -0.242 / -0.367 hartree
<S²> ... 2.009

ORCA input file:
```
! RIJCOSX wB97M-V def2-TZVPD def2/J DEFGRID3
* xyz 0 3
C 0.34421 0.43014 0.70952
O -1.83530 0.04275 -1.11137
S -0.81046 -0.88361 -0.69757
Cl 0.58758 -1.19259 -2.11015
I 0.99192 -0.58336 2.33874
H -0.38573 1.22148 0.82294
H 1.10780 0.96519 0.04789
*
```


(6)
This record from the Open Molecules 2025 dataset describes a cluster of 2 separate species, CH2ClN in total. The level of theory is ωB97M-V/def2-TZVPD.

Results
Energy relative to the best compared isomer or geometry (same formula, charge and spin) ... 8.9 kJ/mol
E_HOMO ... -0.426 hartree

ORCA input file:
```
! RIJCOSX wB97M-V def2-TZVPD def2/J DEFGRID3
* xyz 0 1
C -2.86961 -0.79229 -0.37651
N -2.16604 -0.12411 0.23892
H -3.48542 -1.56297 -0.78400
Cl 1.40784 -1.45032 -0.01249
H 2.68047 -1.23264 -0.25214
*
```


The records above give, respectively, max |F| values of 3.29, 2.82, 1.73, 2.74, 5.06, 1.01 eV/A.
The records above give, respectively, energy values of -997.37745, -797.10200, -872.30908, -1270.48728, -1270.44705, -554.22170 hartree.